1.
16
Properties=species:S:1:pos:R:3:forces:R:3:mulliken_charge:R:1 method="wB97M-V/def2-TZVPD" fmax_ev_per_a=1.26 total_energy_ha=-355.119178 relative_energy_ev=7.610 lumo_energy_ev="0.52 / 0.52" homo_energy_ev="-7.9 / -7.9" molar_mass_g_mol=103.13 orbital_gap_ev="8.43 / 8.42" charge=0
N -0.3239 -0.5935 -0.2659 0.712 0.814 -0.550 0.888
N 0.5752 -1.2093 -1.2410 -0.119 0.604 0.042 -0.661
N -0.7238 -1.5647 0.6931 -0.100 0.048 0.272 -0.806
N -1.3570 0.0960 -0.7311 -0.707 -0.701 0.559 -0.544
N -0.9184 1.0819 -1.5723 1.210 0.236 0.263 -0.557
H 0.1686 -2.1138 -1.4707 -0.014 0.046 0.196 0.296
H 1.4642 -1.3523 -0.7756 -0.053 -0.073 0.047 0.249
H -0.2744 -1.3230 1.5736 0.097 0.082 -0.125 0.265
H -1.7247 -1.4251 0.8222 0.043 0.165 -0.139 0.337
H -0.3013 0.6599 -2.2780 -0.134 0.066 -0.012 0.325
C 0.9070 0.8399 0.4436 -0.215 -0.969 0.627 -0.585
C 0.3902 1.3747 1.5322 0.093 -0.287 -0.198 -0.528
H 0.9796 1.8869 2.2864 0.019 0.118 -0.135 0.300
H 1.9656 0.7827 0.2085 -0.030 0.075 -0.108 0.354
H -0.1452 1.5507 -0.9404 -0.723 -0.194 -0.649 0.373
H -0.6817 1.3089 1.7156 -0.080 -0.030 -0.088 0.293

=====

2.
16
Properties=species:S:1:pos:R:3:forces:R:3:mulliken_charge:R:1 method="wB97M-V/def2-TZVPD" fmax_ev_per_a=6.47 total_energy_ha=-355.208064 smiles="CN/C(=N/N)NN" relative_energy_ev=5.192 lumo_energy_ev=0.98 homo_energy_ev=-7.8 molar_mass_g_mol=103.13 orbital_gap_ev=8.80 charge=0
C 2.4874 0.3070 0.1216 4.297 -3.602 -0.754 -0.785
C 0.2650 -0.2412 -0.1519 -3.740 1.515 1.015 0.421
H 3.7090 0.0313 0.2106 -3.397 -0.098 0.639 0.236
H 2.2379 1.0670 0.8198 -0.517 0.141 0.516 0.314
H 2.5815 0.6426 -0.8541 -0.339 1.656 -1.725 0.322
H 1.6347 -1.7603 -0.5903 0.027 2.895 1.558 0.318
H -0.5486 -1.7802 0.9782 -0.252 1.208 -2.217 0.267
H -2.7023 -1.1003 -0.8279 1.042 0.443 0.259 0.239
H -2.0687 0.2137 0.1825 -1.669 -1.935 -1.385 0.473
H -1.1638 2.7003 -0.1293 -0.271 -3.485 0.600 0.282
H -1.4465 1.4761 1.0533 0.345 0.517 -0.635 0.259
N 1.4991 -0.8566 0.0222 1.086 1.247 -0.706 -0.324
N -0.7029 -1.2513 0.0475 -2.943 -0.660 1.504 -0.324
N -2.2260 -0.8292 0.0426 3.093 0.065 1.053 -0.620
N -0.0142 1.0828 -0.2449 4.916 -4.142 -0.702 -0.404
N -1.2342 1.5851 0.0381 -1.679 4.234 0.980 -0.676

=====

3.
16
Properties=species:S:1:pos:R:3:forces:R:3:mulliken_charge:R:1 method="wB97M-V/def2-TZVPD" fmax_ev_per_a=3.14 total_energy_ha=-355.328209 smiles="[H]/N=N/C.N=C(N)N" relative_energy_ev=1.922 lumo_energy_ev=0.77 homo_energy_ev=-8.8 molar_mass_g_mol=103.13 orbital_gap_ev=9.59 charge=0
C 2.6043 -0.1869 0.3406 -0.044 -0.471 -0.474 -0.547
N 1.4999 0.7578 0.5098 -1.295 0.307 2.577 -0.038
N 0.7556 0.4572 1.4929 1.958 0.182 -1.318 -0.458
H 0.1249 1.2432 1.7065 -0.115 -0.087 -0.831 0.258
H 2.2135 -1.1867 0.1187 0.099 0.079 0.039 0.240
H 3.2255 -0.2463 1.2390 -0.301 0.085 0.035 0.291
H 3.2432 0.1461 -0.4824 -0.287 -0.038 0.066 0.263
C -1.4362 -0.0208 -0.7510 2.634 0.042 -1.703 0.543
N -2.1215 1.0307 -0.2719 -1.071 1.747 0.188 -0.497
N -1.6166 -1.1497 -0.0470 -0.418 -1.968 1.355 -0.586
N -0.5810 0.1341 -1.7028 -0.848 -0.342 -0.296 -0.686
H -3.0846 0.8068 -0.0553 0.066 0.256 0.050 0.236
H -2.0113 1.8170 -0.9078 -0.258 -0.108 0.312 0.260
H -1.7381 -0.9738 0.9442 -0.099 -0.162 -0.125 0.265
H -0.9073 -1.8564 -0.1950 -0.209 0.137 -0.041 0.238
H -0.1703 -0.7725 -1.9385 0.187 0.340 0.167 0.219

=====

4.
17
Properties=species:S:1:pos:R:3:forces:R:3:mulliken_charge:R:1 method="wB97M-V/def2-TZVPD" fmax_ev_per_a=5.82 total_energy_ha=-429.824978 relative_energy_ev=4.252 lumo_energy_ev=-7.77 homo_energy_ev=-17.6 molar_mass_g_mol=119.13 orbital_gap_ev=9.85 charge=+2
C 1.4293 -0.4257 0.9999 -5.666 0.101 1.340 0.153
C -1.7508 0.3208 0.4880 -2.033 -4.263 -2.183 0.398
N -2.1747 -0.6691 0.0113 0.791 2.600 1.276 0.470
N -1.4127 1.2363 1.2681 3.345 2.373 -0.034 -0.318
N 0.7883 0.2011 0.0863 0.494 0.840 -1.283 -0.325
N -2.7756 -1.6097 -0.6040 0.641 -2.734 -0.362 -0.678
N 1.4518 0.5386 -1.1844 3.421 -2.372 1.199 -0.442
O 2.4580 -1.0645 1.1600 4.927 -1.948 0.231 -0.304
H 0.7208 -0.6859 1.8496 0.732 0.859 -0.733 0.313
H -2.0109 1.3958 2.0548 0.137 0.729 0.736 0.272
H -0.4012 1.6190 1.0401 -2.954 -0.455 1.238 0.347
H 0.7182 0.6514 -1.8473 -0.776 0.850 -0.755 0.317
H -2.3274 -2.5752 -0.4809 -1.343 1.948 -0.478 0.302
H -3.4438 -1.3832 -1.3368 0.239 -0.179 0.153 0.267
H 2.0579 -0.3577 -1.6470 -1.352 3.204 1.525 0.434
H 1.9957 1.4327 -0.9150 -0.603 -1.580 -1.673 0.409
H 3.2485 -0.9576 0.6074 0.002 0.028 -0.197 0.386

=====

5.
13
Properties=species:S:1:pos:R:3:forces:R:3:mulliken_charge:R:1 method="wB97M-V/def2-TZVPD" fmax_ev_per_a=1.91 total_energy_ha=-211.549452 smiles=COC.N relative_energy_ev=0.969 lumo_energy_ev=0.78 homo_energy_ev=-9.7 molar_mass_g_mol=63.10 orbital_gap_ev=10.52 charge=0
C -1.8538 0.4886 0.8197 0.070 -1.857 -0.439 -0.602
N 2.9275 -2.9577 -0.3557 0.715 0.061 0.732 -0.643
H -2.1251 -0.1812 -0.0157 -0.219 0.195 0.072 0.269
H -1.2659 -0.1695 1.4846 0.277 0.431 0.019 0.265
H -2.7578 0.7413 1.3675 0.002 0.413 -0.110 0.242
H 2.6706 -3.7040 0.2754 -0.150 -0.096 -0.301 0.214
H 2.5210 -3.0491 -1.2589 -0.447 -0.263 -0.471 0.213
H 2.6364 -2.0922 0.0604 -0.123 0.303 0.041 0.216
C -0.2655 1.5041 -0.6882 0.567 -0.641 0.568 -0.569
O -1.2006 1.6074 0.3472 -0.640 1.217 0.321 -0.331
H 0.7194 1.4029 -0.2118 0.141 0.122 -0.423 0.232
H -0.4010 0.6266 -1.3335 -0.288 0.087 0.042 0.289
H -0.3207 2.4142 -1.2777 0.094 0.028 -0.052 0.203

=====

6.
13
Properties=species:S:1:pos:R:3:forces:R:3:mulliken_charge:R:1 method="wB97M-V/def2-TZVPD" fmax_ev_per_a=7.92 total_energy_ha=-211.453020 relative_energy_ev=3.593 lumo_energy_ev=0.83 homo_energy_ev=-10.0 molar_mass_g_mol=63.10 orbital_gap_ev=10.79 charge=0
C 1.1526 0.4863 -1.3344 4.644 -6.279 1.315 -0.608
C -1.6568 -0.8164 0.0560 0.687 -2.929 3.980 -0.752
H 0.7844 0.7259 0.5053 -2.798 -1.620 2.438 0.407
H 2.0956 0.2580 -2.3483 -2.560 1.232 3.897 0.219
H 0.6919 -0.6695 -1.1733 1.812 2.609 -0.242 0.120
H 0.3567 0.8383 -1.7751 -3.855 3.109 -2.418 0.365
H -1.2734 0.0511 2.1068 0.739 -0.525 -2.540 0.233
H -0.6807 -1.2886 1.7871 0.930 -3.754 1.490 0.222
H -1.1175 -1.6601 -0.4482 -0.431 0.788 0.356 0.328
H -2.5969 -1.3384 0.5507 1.160 1.752 -1.901 0.291
H -1.6388 0.0099 -0.6072 -0.962 0.753 -0.347 0.281
N -0.7501 -0.4806 1.3046 -2.293 3.967 -1.027 -0.620
O 1.4568 1.0523 -0.0075 2.926 0.898 -5.002 -0.486

=====

7.
13
Properties=species:S:1:pos:R:3:forces:R:3:mulliken_charge:R:1 method="wB97M-V/def2-TZVPD" fmax_ev_per_a=1.79 total_energy_ha=-211.565810 smiles=NCO.C relative_energy_ev=0.524 lumo_energy_ev=0.97 homo_energy_ev=-9.4 molar_mass_g_mol=63.10 orbital_gap_ev=10.38 charge=0
C -1.0075 1.8390 0.2191 1.214 1.302 -0.189 -1.009
H -1.2539 2.8175 0.6253 -0.644 -0.038 -0.066 0.321
H -1.4469 1.0396 0.7456 -0.643 -0.815 0.591 0.239
H 0.0701 1.8241 0.3848 0.142 -0.423 -0.252 0.211
H -1.2193 1.7876 -0.8425 -0.076 0.029 -0.077 0.224
N 1.1362 -0.7902 -1.0234 0.091 -0.212 0.268 -0.593
C 0.7370 -1.3129 0.2764 -0.122 -0.136 0.221 -0.291
O -0.6688 -1.4425 0.3582 0.122 -0.305 -0.119 -0.513
H 0.3697 -0.2723 -1.4222 -0.119 0.274 0.041 0.244
H 1.9281 -0.1758 -0.9110 0.088 0.179 -0.183 0.243
H 1.2223 -2.2724 0.4105 0.026 -0.433 0.055 0.378
H 1.0322 -0.7236 1.1499 0.012 0.433 -0.260 0.235
H -0.8993 -2.3180 0.0293 -0.090 0.147 -0.030 0.310

=====

8.
13
Properties=species:S:1:pos:R:3:forces:R:3:mulliken_spin:R:1 method="wB97M-V/def2-TZVPD" s_squared=0.754 fmax_ev_per_a=4.71 multiplicity=2 total_energy_ha=-211.213886 relative_energy_ev=0.858 lumo_energy_ev="-3.79 / -9.33" homo_energy_ev="-15.7 / -15.7" molar_mass_g_mol=63.10 orbital_gap_ev="11.91 / 6.33" charge=+1
C -0.6988 0.7472 0.7271 0.401 0.788 -0.994 0.081
C -1.2686 -0.5918 0.5021 -2.470 -3.044 -2.610 0.015
N -0.3138 -1.5209 -0.2429 2.257 2.918 2.577 0.920
H -0.7752 1.4986 -0.0529 -0.579 -0.345 -0.380 -0.003
H -1.0461 1.1660 1.6302 -0.607 0.282 1.137 0.006
H 0.3210 0.5968 0.8256 2.396 0.127 0.689 0.003
H -1.3951 -1.2248 1.3550 -0.448 0.341 1.117 -0.003
H -2.2192 -0.6126 -0.0958 0.808 0.164 0.647 0.001
H 0.1032 -1.3199 -1.1259 -0.570 -0.102 -2.091 -0.007
H 0.5580 -1.5906 0.3507 -1.115 -1.089 -0.197 -0.016
H 1.7633 1.4780 -1.5153 -0.456 0.825 -0.615 0.000
H 2.6127 0.6281 -0.7182 0.714 -0.302 -0.012 -0.001
O 2.3586 0.7459 -1.6397 -0.333 -0.563 0.732 0.005